Record 1
99
Properties=species:S:1:pos:R:3 method="wB97M-V/def2-TZVPD" total_charge=-1 orbital_gap_ha=0.2012 multiplicity=1 homo_ev=-5.9276
S 8.7219 14.4206 5.7977
S 15.7911 13.9327 6.5577
S 8.9211 13.1632 8.1686
S 10.2770 8.9587 5.3548
S 21.1200 19.9134 11.0716
S 23.6025 20.8536 11.7886
S 17.0751 16.0923 6.8499
S 9.1324 8.6547 7.7094
F 12.6657 10.1557 5.9962
F 23.8685 21.8151 14.2668
F 17.0470 18.2406 5.1930
F 14.3001 12.0678 5.3335
F 19.2742 21.7761 10.4520
F 15.2368 13.2155 3.9004
F 6.8731 14.1791 9.5711
F 25.6062 22.2859 12.8560
F 10.8828 12.9664 5.1903
F 10.2568 14.4604 3.6904
F 12.9120 8.2580 5.0040
F 7.4925 6.6431 8.5559
F 7.8039 15.6264 8.1455
F 15.5404 18.3256 6.8370
F 19.0416 20.0970 9.2064
F 20.7793 21.5170 8.8736
F 9.6347 6.1532 8.8632
F 12.3788 8.1598 7.1205
F 9.2432 12.5162 3.9860
F 8.8303 14.9454 10.1290
F 13.6104 14.0078 4.9243
F 17.8230 18.6332 7.0912
F 23.6764 23.3748 12.7418
F 8.6083 7.6535 10.1247
O 10.3159 8.5681 3.9572
O 7.8995 9.4509 7.5637
O 20.2287 19.1204 11.9329
O 10.2739 9.3556 8.3370
O 18.2222 15.6991 6.0101
O 22.0123 19.0613 10.2361
O 10.3682 13.4167 7.9719
O 17.2699 15.8697 8.2801
O 24.1512 19.6145 12.3747
O 9.6175 15.3624 6.4833
O 9.8919 10.3261 5.6024
O 17.1031 13.2376 6.4264
O 15.1914 13.6860 7.8045
O 8.6034 11.9371 8.9108
O 7.5564 14.9906 5.0970
O 24.2503 21.0321 10.4870
N 21.7850 21.1819 11.8035
N 9.6173 7.8347 6.2102
N 8.0320 13.1731 6.6291
N 15.7516 15.6569 6.2104
N 18.5444 12.3017 3.6514
N 20.2582 13.7216 3.8270
N 17.9428 15.1799 12.5139
N 15.9132 15.7497 11.7022
C 14.7174 16.4634 11.3896
C 17.5413 14.2550 11.4969
C 22.4663 13.5876 5.1023
C 18.4839 13.2491 2.6466
C 8.0497 14.6225 9.1320
C 17.7240 11.1631 3.8729
C 8.6705 7.1086 8.8713
C 19.9742 20.8692 9.7681
C 19.6378 12.6909 4.4107
C 19.5391 14.0438 2.7860
C 14.6369 13.2750 5.0614
C 19.3375 15.2697 13.0830
C 19.5512 14.0849 14.1082
C 9.8621 13.5273 4.5947
C 12.1977 8.8675 5.9183
C 16.8727 15.9814 12.6944
C 24.2584 22.2485 13.0189
C 16.8132 17.9698 6.4693
C 21.4537 14.5713 4.3242
C 16.2534 14.6057 11.0403
Li 14.5047 16.7523 5.2131
H 14.7391 16.9004 10.3913
H 14.6282 17.2506 12.1383
H 19.5168 13.1020 13.6383
H 20.0398 15.1380 12.2599
H 20.4905 14.3349 14.6015
H 13.8774 15.7981 11.5891
H 16.9266 11.1261 3.1307
H 22.3235 12.5345 4.8599
H 15.5909 14.3506 10.2263
H 23.4960 13.8765 4.8920
H 22.3718 13.7383 6.1777
H 21.1573 15.3345 5.0438
H 17.2922 11.4063 4.8437
H 19.7300 14.8331 2.0740
H 21.9761 15.0030 3.4704
H 17.5797 13.1175 2.0708
H 18.7315 14.1374 14.8248
H 18.2145 13.4673 11.1924
H 16.7592 16.8306 13.3519
H 19.9700 12.3064 5.3637
H 19.5135 16.2128 13.6004
H 18.4121 10.3186 3.8334

Record 2
16
Properties=species:S:1:pos:R:3 method="wB97M-V/def2-TZVPD" orbital_gap_ha="0.2285 / 0.2689" multiplicity=1 de_lowest_kj_mol=430.5 homo_ev="-7.6931 / -7.9292"
Cl 1.7457 -2.6467 0.3349
Cl -1.6938 -1.5096 -0.5824
Cl 0.7927 2.5484 0.2878
N -4.6578 0.5451 -0.0615
N 1.1571 -0.0639 0.1704
C 2.0809 -0.1130 -0.9525
C -3.5073 0.3496 0.1200
C 0.2121 0.8644 0.2805
C 1.1904 -1.1435 0.9426
C -1.1051 0.8535 0.5706
C -2.1497 0.0116 0.1650
H 0.5406 -1.0909 1.6861
H 2.4762 -1.0444 -0.9206
H 1.5342 -0.0469 -1.9080
H -1.5106 1.8668 0.8061
H 2.8944 0.6195 -0.9391

Record 3
91
Properties=species:S:1:pos:R:3 method="wB97M-V/def2-TZVPD" total_charge=+2 orbital_gap_ha=0.2923 multiplicity=1 de_lowest_kj_mol=0.0 homo_ev=-12.5539
Sc -0.2235 -0.3931 -1.5747
F -2.0353 -1.6894 -1.7225
F -2.4882 -2.2144 -3.9298
F -1.5740 -0.1757 -3.2922
F -3.7868 -0.6549 -2.8124
N -1.1853 0.7735 6.7160
N -3.2916 2.8449 -0.2460
N 0.6337 -2.2450 -2.5797
N -1.7582 2.4467 1.5936
N 1.8264 0.1672 -0.8942
N 2.5555 2.0019 -2.1313
N -1.7424 0.9599 -0.3570
N 4.0431 0.9002 -0.7516
N 1.4896 3.2465 -3.7273
N 0.3352 1.5187 -2.6666
N -3.6282 0.9424 1.2017
N 0.2865 1.5040 4.3578
C 0.5946 -4.6219 -2.3522
C -2.8014 0.1365 0.3234
C 0.5171 -3.1003 -0.3311
C 0.5912 -3.3206 -1.8006
C 4.3629 -0.1775 0.1792
C 0.6359 0.3224 5.1193
C 0.7806 -3.6628 -4.5446
C 0.8777 -4.1403 0.5289
C -0.4103 2.5052 5.1376
C 1.3987 2.2304 -2.8436
C 0.0644 -1.7252 1.5443
C 0.6684 -4.7877 -3.7003
C -4.2836 1.9859 0.4045
C -0.9399 1.6509 0.6894
C -2.4639 2.0339 -1.1180
C 1.0114 -2.6532 -6.7211
C -1.6193 1.9605 5.8918
C -2.4601 3.4607 0.7825
C 0.7668 -2.3915 -3.9393
C 0.9022 -1.2500 -4.7576
C 5.0936 1.8205 -1.1766
C 0.1109 -1.8366 0.1514
C 0.4003 -2.7587 2.4104
C 1.0208 -1.3813 -6.1127
C -0.5423 -0.2939 5.8664
C -2.7797 1.5766 2.1939
C 0.8243 -3.9753 1.9025
C 2.7857 0.9726 -1.2293
C 0.8967 -3.7719 -5.9488
B -2.5773 -1.2455 -3.0021
H 2.1354 -0.5352 -0.2344
H 1.2264 -5.0864 0.1371
H -1.9821 0.3868 7.2233
H -0.2407 -1.1056 6.5267
H -3.0805 1.5571 -1.8796
H -1.3134 -0.6510 5.1833
H 6.0087 1.5677 -0.6526
H -3.3995 2.1790 2.8628
H 1.0984 -2.7361 -7.7955
H 1.0572 -0.4339 4.4570
H 4.1907 -1.1555 -0.2755
H 4.8534 2.8552 -0.9196
H 0.4975 -5.4792 -1.7051
H -1.7167 2.6720 -1.5912
H -1.7189 4.1098 0.3132
H -2.3128 -0.6581 0.8857
H -0.1970 1.2935 3.4943
H -0.5150 1.0863 7.4231
H 0.2916 2.9450 5.8553
H -2.3885 1.5928 5.2138
H 1.1108 -4.7841 2.5607
H 0.8940 -4.7577 -6.3964
H 0.3403 -2.6255 3.4860
H 5.2989 1.7361 -2.2467
H 3.7705 -0.0971 1.0934
H 3.3373 2.5940 -2.3495
H -0.7414 3.3094 4.4821
H -3.4245 -0.3139 -0.4443
H -0.2514 -0.7945 2.0123
H 0.9119 -0.2696 -4.3007
H 0.6425 -5.7785 -4.1371
H -2.0542 2.6938 6.5691
H 1.1221 -0.4992 -6.7314
H 1.4191 0.5858 5.8387
H -4.9082 1.5138 -0.3535
H -0.3856 0.8995 1.2499
H 0.6965 3.4923 -4.2935
H -2.2833 0.7898 2.7747
H -4.9142 2.5949 1.0528
H 2.3368 3.7653 -3.8754
H -3.0890 4.0658 1.4363
H 5.4114 -0.1084 0.4475
H -0.3977 1.7840 -3.3187
H -0.2199 2.3040 0.1906

Record 4
13
Properties=species:S:1:pos:R:3 method="wB97M-V/def2-TZVPD" total_charge=+2 orbital_gap_ha=0.3540 multiplicity=1 de_lowest_kj_mol=66.8 homo_ev=-19.9225 smiles="ClC1=[NH+]C(Cl)(Cl)NC=[NH+]1"
Cl -2.7572 -0.0393 -0.5688
Cl 1.1525 -1.6672 2.4607
Cl -1.2583 2.4616 0.4477
N -0.2482 0.5913 -1.1107
N -0.5272 -0.0718 1.1883
N 1.3607 -0.7811 -0.0338
C 0.8069 -0.1664 -1.1162
C -1.1937 0.7813 -0.0452
C 0.6267 -0.7268 1.1771
H -0.4719 1.1850 -1.9987
H 1.4919 -0.3086 -2.0504
H 2.2619 -1.1249 -0.2285
H -1.2442 -0.1331 1.8784